[1]
DFT (ωB97M-V with the def2-TZVPD basis set) results for a structure of composition C12H25O11Zn.

Computed properties:
Total charge: +1
Frontier orbital gap: 2.643 eV
E: -83775.356 eV
Highest occupied orbital energy: -11.344 eV

Geometry (Å):
Zn (-0.404681, 2.339184, 1.947369)
O (-1.987151, 0.863964, 0.126039)
H (-2.705871, 0.636334, -0.495381)
C (0.037249, -0.254906, 6.819119)
O (-0.722851, -1.298296, 6.237769)
C (-1.232631, -1.173046, 5.004929)
O (-1.290991, -0.136296, 4.368329)
O (-1.718111, -2.386696, 4.702489)
C (-2.453471, -2.462486, 3.488749)
H (0.599099, -0.913966, 7.480989)
H (-0.505151, 0.509714, 7.375219)
H (0.734269, 0.282894, 6.176439)
H (-2.749051, -3.467506, 3.187609)
H (-1.993961, -1.868566, 2.698689)
H (-3.384851, -1.962426, 3.754379)
C (5.261539, 0.167784, -2.126021)
O (4.210199, 0.988304, -1.525761)
C (3.120689, 0.444664, -0.901111)
O (2.384259, 1.078964, -0.147801)
O (3.066829, -0.893046, -1.048901)
C (2.193259, -1.739856, -0.379951)
H (6.098129, 0.704054, -2.573931)
H (4.764329, -0.413106, -2.902841)
H (5.666599, -0.623606, -1.495361)
H (2.294919, -1.665266, 0.702729)
H (2.522589, -2.760696, -0.573691)
H (1.152189, -1.532606, -0.627591)
C (2.766019, 5.761584, -0.445901)
O (1.837509, 5.674624, -1.550521)
C (0.570459, 5.204594, -1.322641)
O (0.138459, 4.824514, -0.222791)
O (-0.073941, 5.027594, -2.493551)
C (-1.335251, 4.322744, -2.519301)
H (2.465259, 6.501784, 0.295549)
H (3.824839, 5.926144, -0.645681)
H (2.677889, 4.871164, 0.176589)
H (-1.025921, 3.296504, -2.717391)
H (-2.014311, 4.790944, -3.231881)
H (-1.914241, 4.347174, -1.596121)
C (-3.848651, -5.386956, -3.184191)
C (-2.690461, -4.484336, -2.875211)
O (-1.741991, -4.869376, -2.215431)
C (-2.586601, -3.123406, -3.593851)
H (-4.721931, -4.804276, -2.890991)
H (-3.951831, -6.301766, -2.600601)
H (-3.818801, -5.573956, -4.257611)
H (-2.521821, -3.383356, -4.650411)
H (-1.618431, -2.684486, -3.352811)
H (-3.373641, -2.400926, -3.377771)

Cartesian forces, eV/Å:
-1.221 -0.721 -1.714
1.758 -0.510 0.913
-0.363 1.212 0.420
1.030 -0.409 0.837
-0.734 0.222 -1.410
-0.324 -0.234 1.068
0.232 -0.627 -0.211
1.000 0.338 -0.229
-1.461 1.226 -0.015
0.424 0.944 0.519
-0.542 -0.390 -0.077
-0.174 -0.393 -0.526
0.842 -0.087 0.371
0.169 -0.383 -0.053
-0.324 0.076 -0.514
-1.219 -1.647 -0.655
-0.584 -0.071 0.777
0.743 -0.354 1.589
0.858 -0.559 -1.566
1.538 1.374 -1.458
-0.769 -0.421 1.384
-0.613 0.788 0.432
0.178 0.174 -0.346
-0.147 0.477 0.719
0.031 0.468 0.155
-0.336 0.154 -0.577
0.059 -0.268 -0.225
-1.141 -0.513 1.984
-1.047 -0.038 -0.171
0.651 -1.639 0.836
0.677 0.764 -1.389
0.630 1.240 1.070
0.117 -0.202 0.625
-0.219 0.601 -0.493
-0.496 -0.036 -1.180
0.177 -0.492 -0.433
-0.659 -0.016 -0.366
0.654 -0.203 -0.486
0.600 0.133 0.385
-0.588 0.763 0.426
1.615 -0.360 0.236
-0.582 0.351 -0.019
0.361 -0.724 0.273
-0.448 0.057 -0.612
0.768 0.019 -0.128
-0.409 -0.076 0.023
-0.430 0.317 -0.215
-0.097 -0.055 0.239
-0.186 -0.270 -0.215

***

[2]
DFT (ωB97M-V with the def2-TZVPD basis set) results for a structure of composition C32H26CeIN6O10Se.

Computed properties:
Spin multiplicity: 2
<S²>: 0.751
Total charge: -2
Frontier orbital gap (alpha / beta): 5.959 / 6.583 eV
E: -149402.701 eV
Highest occupied orbital energy (alpha / beta): -2.171 / -2.796 eV
Relative energy (zero: lowest compared OMol25 entry of this formula, charge and spin): 0.0 kJ/mol

Geometry (Å):
Ce (0.504543, 0.676030, 0.166254)
C (0.427194, 0.808771, 4.923528)
C (1.684727, 0.080475, 4.553364)
N (2.574379, -0.170654, 5.483657)
C (3.757107, -0.725750, 5.126310)
C (4.057728, -1.085196, 3.840017)
C (5.453268, -1.501364, 3.472176)
O (6.113517, -0.521307, 2.672626)
C (3.072681, -0.937392, 2.840930)
C (3.351406, -1.368654, 1.489268)
N (2.522960, -1.372332, 0.512135)
C (3.025835, -1.678768, -0.762340)
C (4.344145, -1.444750, -1.170196)
C (4.750019, -1.715794, -2.465427)
C (3.854523, -2.214570, -3.402838)
C (2.533041, -2.427059, -3.033635)
C (2.142063, -2.160663, -1.733412)
I (0.124512, -2.349539, -1.172810)
C (1.867411, -0.279936, 3.166554)
O (0.979108, -0.002570, 2.303409)
H (0.507664, 1.182316, 5.943579)
H (-0.444097, 0.153058, 4.844126)
H (0.263121, 1.636392, 4.230040)
H (4.486676, -0.847252, 5.920761)
H (5.453106, -2.464635, 2.948879)
H (6.043573, -1.627133, 4.381912)
H (5.454651, 0.042718, 2.228182)
H (4.353874, -1.763449, 1.313159)
H (5.023038, -0.957631, -0.480843)
H (5.770445, -1.498486, -2.758080)
H (4.170642, -2.407765, -4.421347)
H (1.806721, -2.783000, -3.752655)
O (-3.964692, 0.303739, -0.155058)
C (-2.784195, 0.628353, -0.263305)
O (-1.766225, -0.139270, -0.352579)
C (-2.373401, 2.145029, -0.335864)
O (-3.150085, 2.955301, -0.832643)
O (-1.187188, 2.359796, 0.111309)
N (-7.405472, 2.489373, -7.242947)
C (-6.409935, 2.382551, -6.677391)
C (-5.160397, 2.237423, -5.977889)
C (-3.959592, 2.430992, -6.656167)
C (-2.756866, 2.262033, -5.998887)
C (-2.743802, 1.902004, -4.655732)
C (-3.941023, 1.732320, -3.961992)
C (-5.140672, 1.892060, -4.626688)
N (-1.530327, 1.720063, -3.978954)
C (-0.331704, 2.398371, -4.168040)
C (0.510207, 1.926910, -3.212832)
N (-0.132552, 0.959462, -2.462214)
C (-1.328816, 0.846803, -2.953905)
H (-3.976920, 2.703293, -7.703190)
H (-1.824145, 2.393287, -6.531331)
H (-3.926842, 1.524511, -2.895779)
H (-6.073441, 1.766588, -4.093586)
H (-0.219782, 3.184051, -4.893865)
H (1.524012, 2.216677, -2.989247)
H (-2.085153, 0.172445, -2.588275)
C (-4.569966, -2.390683, 4.666003)
C (-3.432947, -1.958820, 3.777546)
C (-2.593611, -2.874761, 3.163467)
C (-1.579835, -2.415038, 2.329536)
N (-1.359783, -1.133180, 2.080817)
C (-2.152889, -0.253328, 2.688533)
C (-3.187368, -0.612783, 3.533351)
H (-4.621271, -3.477729, 4.737845)
H (-5.520845, -2.024870, 4.273809)
H (-4.449454, -1.986256, 5.673661)
H (-2.726958, -3.939545, 3.320928)
H (-0.912742, -3.117483, 1.836802)
H (-1.955383, 0.793929, 2.478022)
H (-3.803896, 0.154099, 3.988717)
O (3.676078, 3.211787, -0.680634)
Se (3.042511, 1.940775, 0.084581)
O (2.348388, 0.919989, -1.042072)
O (1.748501, 2.355499, 1.022745)
O (4.160903, 1.140102, 0.956097)

Cartesian forces, eV/Å:
-4.095 -1.903 0.496
0.005 -0.052 -0.009
0.011 -0.008 0.035
0.064 0.046 -0.048
-0.103 0.089 0.070
0.052 -0.062 -0.042
0.020 0.114 -0.023
-0.062 -0.049 -0.014
-0.024 -0.005 -0.095
-0.036 -0.242 0.112
0.076 0.229 -0.324
0.035 -0.412 -0.236
-0.019 0.091 0.139
-0.012 -0.027 -0.050
-0.015 0.006 0.020
0.090 0.000 0.054
-0.276 -0.183 0.229
0.214 -0.526 -0.381
0.157 -0.097 0.026
0.167 0.104 0.944
0.009 -0.023 -0.011
0.008 0.016 -0.015
-0.017 -0.007 0.022
0.018 0.020 -0.022
0.026 -0.038 -0.026
0.016 -0.008 0.033
0.045 0.001 0.046
0.026 0.030 0.044
-0.004 -0.019 -0.013
-0.004 0.003 0.023
-0.006 0.012 0.022
0.006 0.001 0.013
0.033 -0.125 -0.156
0.103 0.363 0.068
-0.613 -0.234 -0.167
0.085 -0.243 0.123
0.102 0.078 -0.075
-0.372 0.355 -0.019
-0.054 0.019 -0.049
0.146 -0.005 0.108
-0.003 -0.029 -0.007
-0.034 0.035 -0.097
0.055 0.017 -0.075
-0.133 0.047 0.043
-0.007 -0.001 0.152
-0.090 -0.028 -0.003
0.144 -0.119 -0.226
-0.063 0.026 0.151
-0.114 -0.094 -0.044
0.467 0.105 -0.311
-0.152 0.216 0.051
0.020 -0.005 0.000
0.000 -0.020 0.019
-0.033 0.070 -0.023
0.027 -0.008 0.032
-0.057 -0.008 0.006
-0.009 -0.011 0.026
0.007 0.004 -0.074
0.083 0.023 -0.021
-0.030 -0.014 0.049
0.002 -0.025 -0.016
0.009 0.014 0.022
-0.286 -0.268 0.213
0.011 -0.031 -0.086
-0.018 0.020 0.041
-0.012 0.015 0.001
0.000 -0.016 0.012
-0.018 -0.010 -0.013
0.003 0.011 -0.012
-0.019 0.007 0.000
-0.017 -0.003 -0.003
0.003 -0.004 -0.039
-0.174 0.006 -0.015
3.068 1.602 -0.240
1.035 0.418 -0.646
0.620 0.808 0.319
-0.086 -0.058 -0.041

***

Among the records above, which one has the lowest E?
C32H26CeIN6O10Se

***

Which formula does entry 1 have?
C12H25O11Zn